Record 1
C24H41F3P2Ti | ωB97M-V/def2-TZVPD

Computed properties:
frontier orbital gap (spin up / spin down) = 4.58 / 4.58 eV
energy relative to the best compared isomer or geometry (same formula, charge and spin) = 0.0 kJ/mol
E_LUMO (spin up / spin down) = -9.04 / -9.04 eV
E_HOMO (spin up / spin down) = -13.62 / -13.62 eV
DFT total energy = -2770.1828 a.u.
charge = +2

Geometry as XYZ:
```
71
Properties=species:S:1:pos:R:3:forces:R:3
Ti 0.226864 0.011071 1.921437 0.591 0.265 4.231
C -1.667824 -0.690193 3.644022 0.250 -0.354 -1.040
C -1.259346 -1.717967 2.727832 1.179 -0.151 0.777
C 0.572914 -1.120128 4.038730 -0.947 0.239 -0.080
C -0.551308 -0.302162 4.419787 1.226 -0.681 -0.116
C 0.142988 -2.004426 2.986443 -1.307 0.553 0.073
C -3.068691 -0.289589 3.926352 -0.206 0.258 -0.303
H -3.707778 -0.388556 3.043920 0.028 -0.018 0.160
H -3.117769 0.739437 4.280691 -0.109 -0.021 0.026
H -3.491608 -0.929213 4.715713 0.165 0.090 -0.181
C -0.599574 0.566857 5.621058 0.158 0.700 -0.151
H -1.480339 1.211349 5.592446 0.103 -0.073 0.173
H 0.284914 1.209507 5.663112 -0.177 -0.156 0.135
H -0.625111 -0.023192 6.546823 -0.031 -0.041 -0.258
C 1.808537 -1.304143 4.834885 0.607 0.268 0.009
H 1.597312 -1.948433 5.703023 -0.055 0.115 -0.261
H 2.190687 -0.353160 5.213208 -0.019 -0.205 -0.008
H 2.593686 -1.784505 4.243095 -0.077 0.094 0.196
C 0.889356 -3.207066 2.532522 0.225 -0.131 -0.331
H 0.764601 -4.026235 3.254112 -0.014 0.182 -0.111
H 1.957815 -2.999677 2.458009 0.006 -0.118 -0.017
H 0.536437 -3.560737 1.561156 0.042 -0.073 0.148
C -2.179605 -2.648994 2.028576 -0.423 -0.247 -0.806
H -2.394316 -3.530718 2.661561 0.175 0.396 -0.194
H -1.749168 -3.025118 1.082951 -0.237 0.079 0.399
H -3.144462 -2.172400 1.799301 0.319 -0.271 0.081
C -0.601386 1.943505 0.989274 -2.346 0.188 -0.270
C -1.717443 1.118299 1.136368 -0.054 2.140 -0.476
C -2.294475 0.201769 0.088574 -0.236 -0.625 0.340
C -1.302256 -0.609010 -0.782947 -0.622 -0.232 0.001
C 0.000186 -1.012587 -0.142092 2.392 0.549 -2.044
C 1.162854 -0.212729 -0.054050 -1.714 -1.919 -2.611
C 1.323946 1.194487 -0.600262 0.233 0.594 0.898
C 0.168147 2.190395 -0.289730 0.633 0.062 -0.217
H -2.956244 0.793368 -0.562743 0.278 0.104 0.090
H -1.124523 -0.051515 -1.719030 0.454 -0.114 0.425
H -2.981464 -0.507714 0.571290 0.231 0.326 0.029
H -0.506868 2.237134 -1.154005 -0.119 -0.261 0.317
H -0.461139 2.714061 1.761947 0.043 -0.538 0.033
H -2.410858 1.377486 1.953160 0.562 -0.316 -0.175
H 0.632003 3.189487 -0.213536 -0.265 -0.435 0.109
H 2.260388 1.607520 -0.200296 -0.271 -0.167 -0.033
H 2.106030 -0.744051 0.096418 -0.125 -0.109 0.511
H 1.476562 1.152322 -1.693372 -0.204 -0.437 0.328
H -1.811244 -1.545906 -1.085227 0.230 0.491 0.232
H 0.154230 -2.090940 -0.044953 0.030 0.288 0.449
P -0.426648 1.280928 -3.630158 0.061 0.971 -2.442
C -0.470247 3.103321 -3.956048 -0.342 0.049 0.580
C -1.637417 0.861740 -4.979955 -0.531 -0.042 0.566
P 1.875412 -0.566850 -4.366700 0.666 0.379 -2.029
C 1.036500 1.035881 -4.743749 0.089 -0.119 0.415
C 1.328781 -1.419015 -5.938838 -0.286 -0.642 0.438
C 3.457323 -0.079478 -5.220610 0.513 -0.120 0.660
H 0.412202 3.581779 -3.511768 -0.279 0.032 -0.044
H -1.389208 3.522443 -3.529374 0.224 0.216 -0.123
H -0.461934 3.264685 -5.040220 0.032 0.060 0.285
H -1.435268 1.513698 -5.840768 -0.077 -0.258 0.242
H -2.653165 1.069307 -4.612518 0.139 -0.243 -0.294
H -1.547503 -0.187235 -5.288575 -0.145 0.236 0.144
H 3.257036 0.253277 -6.247507 0.002 -0.031 0.343
H 4.107743 -0.963993 -5.261270 0.024 0.342 -0.014
H 3.964418 0.731089 -4.675476 -0.001 -0.343 -0.147
H 1.748727 1.871097 -4.637241 -0.211 -0.316 0.170
H 0.692250 1.029011 -5.797148 0.217 0.150 0.569
H 1.921290 -2.342448 -6.026595 -0.375 0.150 -0.073
H 1.554664 -0.786476 -6.808731 -0.146 -0.144 0.339
H 0.256285 -1.659789 -5.931033 0.336 -0.114 -0.039
F 3.102455 0.709660 2.624318 -1.468 0.008 -0.358
C 1.855193 1.318835 2.715720 1.851 0.992 1.617
F 1.771827 1.663131 4.066135 -0.291 -0.265 -1.527
F 2.033645 2.538382 2.082567 -0.604 -1.238 0.237
```
Forces are in eV/Å.

=====

Record 2
C24H42AlBr2ClF2KN2NaO14PS | ωB97M-V/def2-TZVPD

Computed properties:
frontier orbital gap = 1.67 eV
E_LUMO = -7.09 eV
E_HOMO = -8.76 eV
DFT total energy = -9653.9396 a.u.
charge = +1

Geometry as XYZ:
```
92
Properties=species:S:1:pos:R:3:forces:R:3
C 1.017610 -2.293045 2.641133 -0.131 -0.360 0.447
C 0.530214 -0.928226 3.015707 1.035 0.006 -2.205
N -0.199035 -0.312358 2.039829 1.846 0.029 0.129
C 0.162022 1.067468 1.697099 -0.759 1.013 0.405
C -0.771142 1.549186 0.609313 -0.827 -0.451 -0.472
C -2.260093 1.237113 0.874617 -0.128 0.420 -0.124
C -3.147312 2.485341 0.822181 -0.029 -0.537 -0.128
C -4.466791 2.232476 1.523623 0.152 0.657 -0.327
N -5.352172 3.423821 1.415445 -0.243 -0.471 0.625
C -6.577578 3.118833 0.754128 0.161 0.265 0.418
C -7.696516 2.585656 1.602876 -0.264 0.191 0.242
O -6.690015 3.266148 -0.421766 -0.011 -0.191 -1.054
C 0.097724 2.013435 2.916558 0.114 -0.044 -0.064
C -1.072988 1.884203 3.843801 -0.411 0.235 -0.016
O -2.050888 2.549324 3.859025 0.359 -0.413 0.141
F -0.881924 0.900038 4.763773 -0.104 0.321 -0.143
O 1.512437 0.984541 1.229928 -0.410 -0.637 0.473
C 1.975277 1.914421 0.314068 -0.170 0.879 0.265
O 2.139513 1.602854 -0.805319 0.276 -0.825 -1.327
C 2.243906 3.282066 0.859927 0.248 -0.419 0.821
C 3.011684 3.340345 2.181532 -0.182 0.103 -0.407
C 2.493311 4.190893 3.322214 0.535 -0.049 0.334
S 1.843785 5.739188 2.800523 -0.139 -0.366 -0.547
O 0.474328 5.523269 2.421117 -0.138 0.101 -0.004
O 2.779269 6.339364 1.921131 0.053 0.207 0.124
O 1.836535 6.528874 4.167191 -0.010 0.222 0.191
H 1.105281 -2.946299 3.501170 0.004 -0.051 0.153
H 2.024883 -2.174113 2.239370 -0.009 0.084 -0.321
H 0.335643 -2.759100 1.935525 0.060 -0.131 -0.173
H -0.227018 -1.170535 4.093303 -0.847 -0.650 1.405
H 1.339727 -0.300813 3.390541 -0.477 0.222 1.095
H -0.139843 -0.842167 1.171585 -0.927 -0.317 0.043
H -0.686640 2.619508 0.440585 0.381 0.109 0.067
H -0.496064 1.063191 -0.323707 0.271 -0.043 -0.139
H -2.613991 0.566759 0.094323 -0.024 -0.297 0.076
H -2.414150 0.729059 1.825931 0.095 -0.096 0.126
H -3.364638 2.697701 -0.222321 0.081 0.362 -0.081
H -2.647915 3.338098 1.272923 -0.003 0.174 0.038
H -4.950837 1.364150 1.074449 -0.058 -0.169 0.042
H -4.274370 2.028542 2.574224 -0.054 -0.154 0.125
H -5.610404 3.684422 2.357707 0.197 0.112 0.134
H -7.615769 1.502237 1.661960 0.046 -0.143 -0.052
H -7.662189 2.962302 2.620815 0.019 0.075 0.134
H -8.650828 2.842476 1.159964 -0.128 -0.065 -0.112
H 0.017368 3.027835 2.536053 0.179 0.116 -0.073
H 1.026994 1.920528 3.472750 -0.021 -0.163 0.219
H 1.286474 3.804339 0.928552 -0.077 0.029 0.054
H 2.896792 3.756132 0.084552 -0.373 0.538 -0.152
H 2.981707 2.237115 2.517839 0.431 0.344 0.316
H 4.052337 3.557135 1.998871 0.164 -0.012 -0.020
H 3.313823 4.418058 3.994472 0.174 0.050 0.020
H 1.749511 3.697262 3.936619 -0.185 0.097 -0.036
H 0.916100 6.636616 4.443084 -0.096 0.089 0.090
C -5.522261 -2.809339 -2.411817 -0.203 0.146 -0.172
O -4.364795 -3.243250 -3.148290 0.506 -2.093 2.994
P -2.889871 -2.647664 -2.885666 -0.076 4.654 -5.687
O -3.181689 -1.332305 -3.551897 0.117 0.179 0.395
O -2.088797 -3.703894 -3.772390 -3.209 0.176 0.480
C -2.547276 -4.099354 -5.083303 -1.181 -0.028 -0.477
O -1.473031 -2.088644 -2.152034 -0.220 -2.244 1.912
C -0.708274 -1.158352 -2.943658 -0.232 0.081 0.140
H -6.323897 -3.488681 -2.682765 0.019 -0.028 -0.042
H -5.362263 -2.874812 -1.338618 0.045 -0.049 0.007
H -5.773891 -1.789588 -2.698698 0.084 0.020 -0.003
H -3.011160 -3.251292 -5.589829 0.028 0.092 0.121
H -3.234834 -4.935999 -5.009067 0.093 -0.064 0.156
H -1.669676 -4.420750 -5.675980 -1.095 -0.127 0.058
H -1.155374 -0.170486 -2.913099 -0.089 -0.028 -0.138
H -0.635038 -1.473366 -3.991670 -0.222 0.307 0.164
H 0.295749 -1.114969 -2.513972 -0.078 -0.169 0.189
K -0.148402 -3.823240 -4.426341 5.607 -0.490 -0.297
Br -2.769453 -6.533495 -2.971372 0.409 -0.172 0.239
F 1.863548 4.812184 -0.687601 0.115 -0.118 -0.265
C 5.420958 -4.104934 -3.738298 -0.108 0.044 0.205
C 6.679186 -3.751633 -3.449329 -0.003 0.037 -0.061
C 7.082443 -2.315414 -3.374366 -0.096 -0.114 -0.075
O 8.218925 -2.017636 -3.100125 0.070 0.049 0.066
C 6.031668 -1.300543 -3.635351 0.052 -0.006 -0.020
C 4.781975 -1.655980 -3.932248 -0.028 -0.035 0.050
C 4.376120 -3.078634 -4.013319 0.122 0.314 -0.135
O 3.236868 -3.394984 -4.297752 -0.190 -0.234 0.083
H 5.112039 -5.142608 -3.814577 -0.002 0.014 -0.099
H 7.461701 -4.476309 -3.258591 0.019 0.013 -0.036
H 6.342299 -0.265276 -3.572908 0.005 0.001 -0.001
H 4.005962 -0.927936 -4.132198 -0.006 0.000 0.007
O 5.689153 -5.999197 -1.200216 0.844 0.180 0.323
H 5.883609 -6.950770 -1.102211 1.759 0.237 -1.379
H 5.644593 -5.631731 -0.218457 1.097 -0.020 -0.593
Al 4.600409 -4.092620 -0.940217 -0.744 1.499 -0.289
Cl 4.130663 1.637488 3.980204 -0.230 -0.565 0.076
Br -0.975522 -2.058358 5.290502 0.425 0.496 -0.723
Na 4.472004 -7.108143 -0.085806 -3.049 -1.954 2.054
```
Forces are in eV/Å.

=====

Record 3
C24H42AsN5NaO6Si3Te | ωB97M-V/def2-TZVPD

Computed properties:
frontier orbital gap = 7.16 eV
energy relative to the best compared isomer or geometry (same formula, charge and spin) = 9.1 kJ/mol
E_LUMO = 2.11 eV
E_HOMO = -5.05 eV
DFT total energy = -5199.7044 a.u.
charge = -1

Geometry as XYZ:
```
83
Properties=species:S:1:pos:R:3:forces:R:3
Na 0.613658 1.068535 -0.013101 -0.031 -0.058 -0.147
O -1.571278 1.052994 3.344160 -0.042 -0.007 0.014
C -0.654666 0.809025 2.553449 -0.222 -0.039 0.199
O 0.211650 1.619049 2.100516 0.233 0.105 -0.123
C -0.535422 -0.609621 1.959170 0.092 -0.004 -0.028
O -0.148469 -1.566242 2.670107 -0.019 -0.027 0.038
O -0.758480 -0.669425 0.708511 -0.043 -0.030 -0.041
N 0.818349 -2.579542 -0.584342 0.042 -0.013 -0.005
N 1.528471 -2.467815 0.633978 -0.027 0.003 0.002
C 2.307587 -1.372136 0.797941 0.004 0.011 0.003
N 2.663208 -1.124592 2.079946 -0.007 -0.023 0.010
N 2.587851 -0.621054 -0.257126 0.003 0.019 -0.007
N 3.420425 0.434083 -0.011373 0.032 0.038 0.038
O 3.029754 1.523731 -0.421904 -0.008 0.015 0.007
O 4.501608 0.272453 0.532367 0.000 -0.008 -0.003
H -0.076691 -2.105333 -0.416152 -0.001 -0.012 0.003
H 0.661288 -3.567579 -0.738652 0.004 -0.001 0.010
H 0.926703 -2.588988 1.460873 -0.021 0.008 -0.003
H 1.918204 -1.311228 2.748825 0.004 -0.003 -0.002
H 3.218308 -0.303717 2.253813 -0.012 0.003 0.009
Te 0.092211 -1.846321 -3.541930 -0.027 0.026 -0.013
C -0.748237 -1.213763 -5.380342 0.009 0.000 -0.004
C -2.098899 -1.473923 -5.601401 -0.005 0.005 0.007
C -2.715507 -1.058050 -6.772263 0.002 -0.001 0.004
C -1.992186 -0.367060 -7.734442 0.004 0.008 -0.009
C -0.646919 -0.104332 -7.518116 -0.006 -0.005 0.001
C -0.025042 -0.528319 -6.351288 0.000 -0.011 0.004
C 1.790694 -0.620114 -3.695727 0.018 -0.027 0.003
C 3.011441 -1.150477 -4.096245 -0.009 -0.009 0.002
C 4.128507 -0.330932 -4.188839 0.005 0.002 0.002
C 4.028071 1.020104 -3.888984 -0.004 -0.005 -0.003
C 2.810331 1.550856 -3.488991 -0.001 -0.001 -0.005
C 1.695276 0.731959 -3.388058 0.001 0.037 0.050
H -2.683231 -1.987523 -4.845118 -0.004 0.000 -0.002
H -3.768126 -1.262489 -6.925701 0.000 0.000 0.002
H -2.475052 -0.031335 -8.643466 0.000 0.000 0.000
H -0.073722 0.436926 -8.261172 0.001 0.000 0.000
H 1.024325 -0.311153 -6.194092 0.001 0.003 -0.002
H 3.090332 -2.205110 -4.326533 0.001 0.001 0.000
H 5.079973 -0.752291 -4.488732 0.001 0.003 -0.001
H 4.902036 1.656193 -3.948664 0.000 -0.001 0.001
H 2.735005 2.596756 -3.219963 0.006 -0.001 0.000
H 0.753155 1.142051 -3.039014 -0.014 0.013 -0.043
C -0.239838 4.376490 -3.708324 0.008 0.005 0.009
Si -1.865630 3.517938 -3.322523 -0.003 0.009 -0.018
C -2.104282 2.095191 -4.518543 0.003 0.004 0.004
C -3.252217 4.756453 -3.601454 0.011 0.007 -0.001
As -1.643982 2.595980 -1.187497 0.007 -0.022 0.057
Si -1.570045 4.408041 0.332541 0.043 0.006 -0.062
C -2.512411 4.055054 1.894941 -0.051 0.013 0.049
C 0.247876 4.661137 0.690184 -0.014 -0.006 0.006
C -2.248808 5.993750 -0.425497 -0.005 -0.001 0.007
Si -3.618376 1.338324 -0.885459 -0.008 0.023 -0.025
C -4.072589 1.134381 0.909031 -0.003 0.014 0.036
C -5.091160 2.115989 -1.767429 -0.004 -0.012 0.019
C -3.254847 -0.324781 -1.656703 0.002 -0.007 0.010
H -0.268991 4.838296 -4.699159 -0.005 -0.001 -0.002
H 0.584073 3.660119 -3.693468 0.003 0.002 0.000
H -0.018460 5.157240 -2.976667 0.000 -0.001 0.000
H -2.076261 2.450575 -5.552872 0.003 0.002 0.003
H -3.062138 1.593318 -4.365611 -0.008 0.000 0.006
H -1.320186 1.343944 -4.403611 -0.005 -0.007 -0.005
H -3.301572 4.990848 -4.669504 0.000 0.002 0.000
H -3.082331 5.686422 -3.059241 -0.001 -0.010 -0.013
H -4.221053 4.360108 -3.298937 -0.016 -0.011 0.005
H -2.225996 3.112990 2.371002 0.045 0.001 -0.020
H -3.589714 4.053309 1.714487 0.008 0.005 0.008
H -2.294940 4.864551 2.600409 -0.007 -0.015 0.008
H 0.613730 3.819152 1.283379 -0.005 0.002 -0.003
H 0.396418 5.578726 1.267068 0.005 0.001 0.003
H 0.835559 4.737901 -0.228157 0.006 0.003 -0.001
H -3.298061 5.891006 -0.708642 0.002 0.003 0.006
H -1.683487 6.302646 -1.307566 -0.002 -0.005 0.006
H -2.174410 6.796076 0.315030 -0.001 0.001 -0.001
H -4.553145 2.030465 1.305590 0.002 -0.017 -0.011
H -3.228218 0.893353 1.557829 0.003 -0.009 -0.028
H -4.793591 0.312525 0.973772 0.005 0.001 0.011
H -5.291784 3.122870 -1.394749 0.003 0.003 0.000
H -5.979365 1.504762 -1.579115 -0.002 0.005 -0.004
H -4.948257 2.172299 -2.847869 0.009 -0.002 -0.015
H -2.474418 -0.815276 -1.070718 0.006 -0.002 -0.002
H -2.903141 -0.229785 -2.686493 0.002 -0.004 -0.011
H -4.150142 -0.954441 -1.649980 0.000 0.008 0.003
```
Forces are in eV/Å.